P | C4H9NOS | the ωB97M-V functional and the def2-TZVPD basis

Each line ends with the Mulliken charge.
Geometry (Å):
1 N -2.224 1.531 -0.193  -0.377
2 C -1.621 0.458 -0.890  0.368
3 O -2.376 -0.421 -1.319  -0.617
4 C -0.102 0.363 -1.285  -0.381
5 C 0.920 0.834 -0.201  -0.941
6 C 0.874 -0.019 1.176  -0.534
7 S 2.094 -1.380 1.120  -0.230
8 H -3.274 1.561 -0.122  0.247
9 H -1.670 2.198 0.266  0.186
10 H -0.026 0.885 -2.267  0.339
11 H 0.022 -0.704 -1.483  0.228
12 H 0.898 1.899 -0.107  0.429
13 H 1.914 0.479 -0.634  0.347
14 H -0.148 -0.203 1.478  0.448
15 H 1.398 0.652 1.790  0.351
16 H 1.530 -1.848 2.264  0.137

**LUMO energy**: 0.025 Ha
**Structure (SMILES)**: NC(=O)CCCS
**2S+1**: 1
**Highest occupied orbital energy**: -0.339 Eh


Q | C4H9NOS | the ωB97M-V functional and the def2-TZVPD basis

Each line ends with the Mulliken charge.
Geometry (Å):
1 C 0.125 -0.934 1.930  -0.898
2 N -0.064 0.466 1.497  -0.242
3 C -0.308 0.604 0.155  0.417
4 C 0.567 1.363 -0.714  -0.578
5 S 2.277 1.572 -0.205  -0.378
6 C -1.602 0.167 -0.282  -0.141
7 O -1.999 0.207 -1.426  -0.442
8 H 0.203 -0.920 3.012  0.346
9 H 0.918 -1.409 1.353  0.296
10 H -0.751 -1.559 1.714  0.339
11 H 0.747 1.037 1.726  0.321
12 H 0.662 -1.926 -3.668  0.181
13 H 0.147 2.371 -0.839  0.301
14 H 0.554 0.855 -1.691  0.262
15 H 0.794 -1.604 -3.022  -0.182
16 H -2.269 -0.290 0.460  0.396

**LUMO energy**: -0.095 Ha
**2S+1**: 1
**Highest occupied orbital energy**: -0.278 Eh


Which of the structures shown above is the most stable? The most stable is P.